# C30H43BrFeN2P2

C30H43BrFeN2P2 as an isolated structure at a distorted geometry (ωB97M-V with the def2-TZVPD basis set, the Open Molecules 2025 dataset).

```
79
Properties=species:S:1:pos:R:3:forces:R:3:lowdin_charge:R:1
C -1.387047 0.903565 -5.710900 -0.040 0.608 0.203 0.0009
C -0.479587 1.672686 -4.946059 -1.019 0.530 -1.091 -0.2382
C -0.306391 3.036503 -5.235462 -0.530 -0.158 -0.377 -0.0026
C -1.157178 3.607815 -6.197279 0.899 -0.634 0.202 -0.1103
N -2.008701 2.874844 -6.900617 -0.748 0.313 -0.174 0.0737
C -2.154592 1.569223 -6.670295 1.016 -0.064 0.311 -0.1090
C 0.056244 1.171809 -3.728139 -0.958 -0.989 3.292 -0.0704
C -0.286705 0.853730 -2.474074 -1.817 0.361 -4.161 -0.0965
C -1.153486 0.491123 -1.439736 -0.680 -0.503 0.115 -0.1899
C -2.107535 -0.566026 -1.407572 0.041 -0.357 0.042 -0.0024
C -2.508287 -1.070542 -0.196795 -0.155 -0.359 0.087 -0.1080
C -1.563821 -0.945991 0.968062 -0.330 0.771 -0.418 -0.8178
C -0.836193 0.335214 0.903961 0.631 0.995 -0.501 -0.2123
C -0.913389 1.115894 -0.188727 0.743 0.465 1.236 -0.0622
Fe 1.534101 1.001906 -2.603850 1.043 -1.260 -1.384 0.7144
P -2.275518 -0.806138 2.677803 -0.227 0.353 0.453 1.0053
H 0.427111 3.648737 -4.716097 -0.225 -0.141 0.058 0.1103
H -1.517733 -0.159996 -5.525383 -0.003 0.217 0.026 0.1141
H -1.079060 4.679979 -6.407985 -0.188 -0.430 -0.075 0.1216
H -2.874346 1.017328 -7.275256 0.139 0.252 0.077 0.1190
H -0.741080 2.193969 -0.153549 0.787 -0.332 0.004 0.1509
H -2.451531 -0.968611 -2.353427 -0.367 0.080 0.132 0.1372
H -0.223291 0.658229 1.740540 -0.576 0.017 0.024 0.0785
H -3.370989 -1.724965 -0.037436 0.434 0.042 -0.541 0.1201
C -1.120245 -1.497210 3.870083 0.372 -0.496 -0.173 -0.3327
C -1.098757 -0.884269 5.269537 -0.064 0.146 0.024 -0.1037
H -0.114328 -1.471279 3.417894 -0.333 -0.005 0.123 0.0710
H -1.402741 -2.558732 3.934652 0.195 0.129 -0.078 0.1077
H -0.403251 -1.476596 5.866814 -0.112 0.127 0.052 0.0934
H -0.739418 0.149117 5.259761 -0.087 -0.148 0.018 0.0800
H -2.081012 -0.918066 5.748496 0.178 0.040 -0.014 0.0742
C -2.496425 0.965486 3.028684 0.280 -0.040 0.010 -0.3076
C -3.379886 1.701465 2.034874 -0.535 0.300 -0.175 -0.0935
H -1.511299 1.443853 3.080979 -0.206 -0.214 0.160 0.0959
H -2.911752 1.007457 4.041043 -0.035 0.007 -0.084 0.1003
H -3.381664 2.767344 2.280117 -0.130 -0.162 0.042 0.0977
H -3.051464 1.626560 0.994626 0.008 -0.123 0.278 0.0632
H -4.409037 1.339046 2.075841 0.007 0.117 0.046 0.0852
C -3.875302 -1.602141 2.823929 0.011 -0.306 -0.564 -0.3169
C -4.544625 -1.494276 4.194076 -0.067 0.044 0.245 -0.1000
H -3.683943 -2.653463 2.567481 -0.195 0.083 -0.024 0.1121
H -4.511289 -1.181129 2.029663 0.111 -0.119 0.216 0.1005
H -5.555500 -1.900504 4.108471 0.137 0.074 0.080 0.0944
H -4.019094 -2.076258 4.957924 -0.054 0.084 -0.172 0.0816
H -4.626762 -0.460735 4.549229 -0.027 -0.186 -0.131 0.0803
Br -0.268751 -2.403528 0.720708 0.175 -0.569 0.403 0.8962
P 3.274659 1.293626 0.409692 1.883 -0.063 2.384 1.0220
C 2.101964 1.580121 1.807857 -0.453 0.194 -0.151 -0.4316
C 2.751076 2.008432 3.121510 -0.001 0.156 0.066 -0.1354
H 1.616361 0.612870 1.990156 -0.051 0.347 -0.122 0.0310
H 1.338765 2.297050 1.473339 0.056 0.049 0.265 0.0741
H 1.960053 2.211169 3.854303 0.226 0.028 -0.036 0.0715
H 3.377597 1.206458 3.532035 -0.042 0.220 -0.151 0.0768
H 3.360619 2.910182 3.005234 -0.093 -0.185 0.063 0.0779
C 3.334527 -0.528499 0.553805 -0.428 -0.236 -0.643 -0.4521
C 4.700311 -1.001345 1.047103 0.060 -0.032 -0.095 -0.1461
H 3.089534 -0.939748 -0.436730 0.263 -0.074 0.461 0.0202
H 2.544559 -0.875251 1.238637 0.151 0.109 -0.268 0.0512
H 4.654789 -2.069115 1.281781 0.100 0.097 -0.060 0.0704
H 5.449712 -0.847022 0.265814 0.033 -0.035 0.234 0.0786
H 5.020465 -0.476869 1.954654 -0.020 -0.049 -0.191 0.0680
C 2.472490 1.940053 -1.075005 0.226 0.050 0.100 -0.5254
C 2.827457 3.428786 -1.210957 -0.051 0.040 -0.397 -0.1129
H 1.344989 1.754552 -1.051086 0.576 0.512 0.404 0.0506
H 3.042717 1.343265 -1.893380 0.539 0.667 0.836 0.0906
H 2.629274 3.778821 -2.233051 -0.054 0.080 0.321 0.0794
H 2.240257 4.030606 -0.504037 0.227 -0.166 -0.164 0.0933
H 3.901463 3.558435 -1.008248 -0.439 -0.003 0.018 0.0846
C 1.765847 -4.745255 -2.749732 0.013 0.276 -0.221 -0.0427
C 1.452744 -3.584793 -3.463981 0.172 0.483 -0.044 -0.0379
C 1.817508 -2.339752 -2.932265 -0.115 -1.126 0.000 -0.1485
N 2.320175 -2.233473 -1.707400 -0.670 0.320 0.180 0.0088
C 2.422410 -3.326439 -0.944921 0.378 -0.425 -0.678 -0.1999
C 2.270088 -4.618917 -1.466187 -0.140 0.884 0.607 -0.0399
H 1.636207 -5.727657 -3.188373 -0.161 0.106 -0.012 0.1201
H 0.958167 -3.606790 -4.427898 0.193 -0.225 -0.015 0.1098
H 1.688460 -1.410113 -3.509384 0.058 -0.472 0.088 0.0808
H 2.678618 -3.186623 0.109034 0.207 0.080 -0.365 0.0912
H 2.521683 -5.449193 -0.818933 -0.140 -0.164 -0.237 0.1156
```
Forces are in eV/Å.

The value obtained for the relative energy (zero: lowest compared OMol25 entry of this formula, charge and spin) is 70.7 kcal per mole. The value obtained for the HOMO energy (alpha / beta) is -13.114 / -13.451 eV. The calculation puts the molecular weight at 629.39 g mol⁻¹. The expectation value of S² is 6.125. As for the charge: +2. The spin multiplicity is 5. The frontier orbital gap (alpha / beta) is 0.2527 / 0.2226 hartree.